Entry 1:
{
  "formula": "C12H26O3RhS3",
  "method": "the ωB97M-V functional and the def2-TZVPD basis",
  "orbital_gap_ev": [7.024, 7.023],
  "multiplicity": 1,
  "total_energy_ha": -2002.55256,
  "total_charge": 3,
  "homo_ev": [-19.93, -19.93],
  "elements": ["Rh", "C", "O", "C", "C", "O", "C", "C", "O", "C", "H", "H", "H", "H", "H", "H", "H", "H", "H", "H", "H", "H", "H", "H", "C", "C", "S", "C", "C", "S", "C", "C", "S", "H", "H", "H", "H", "H", "H", "H", "H", "H", "H", "H", "H"],
  "xyz": [[-0.112, -0.114, 0.060], [-1.377, -1.461, 2.805], [-0.589, -0.345, 2.432], [-0.926, 0.850, 3.112], [-0.121, 2.015, 2.530], [-0.232, 2.082, 1.107], [-1.273, 2.886, 0.564], [-2.576, 2.116, 0.308], [-2.300, 0.853, -0.276], [-3.442, 0.152, -0.738], [-1.143, -1.769, 3.835], [-1.132, -2.287, 2.134], [-2.450, -1.239, 2.760], [-0.677, 0.751, 4.180], [-2.012, 1.025, 3.048], [0.946, 1.873, 2.735], [-0.451, 2.951, 2.990], [-0.878, 3.267, -0.387], [-1.482, 3.743, 1.213], [-3.222, 2.710, -0.353], [-3.131, 1.966, 1.249], [-4.042, 0.767, -1.418], [-4.088, -0.150, 0.095], [-3.092, -0.739, -1.260], [2.805, -2.091, -0.240], [1.608, -3.017, -0.316], [0.130, -2.312, -1.131], [0.705, -1.935, -2.834], [0.342, -0.527, -3.268], [0.855, 0.843, -2.163], [2.672, 0.635, -2.018], [3.142, 0.717, -0.579], [2.398, -0.496, 0.570], [3.244, -1.879, -1.213], [3.581, -2.565, 0.371], [1.263, -3.286, 0.684], [1.880, -3.937, -0.840], [0.184, -2.638, -3.493], [1.772, -2.148, -2.905], [-0.742, -0.406, -3.331], [0.760, -0.322, -4.257], [3.123, 1.466, -2.572], [2.967, -0.287, -2.517], [2.885, 1.686, -0.144], [4.228, 0.594, -0.527]]
}

Entry 2:
{
  "formula": "C12H27BNO2Si",
  "method": "the ωB97M-V functional and the def2-TZVPD basis",
  "orbital_gap_ev": 5.996,
  "multiplicity": 1,
  "total_energy_ha": -993.06675,
  "total_charge": -1,
  "relative_energy_ev": 0.000,
  "homo_ev": -3.72,
  "elements": ["C", "C", "O", "O", "C", "C", "C", "C", "C", "B", "Si", "C", "C", "C", "H", "H", "H", "H", "H", "H", "H", "H", "H", "H", "H", "H", "H", "H", "H", "H", "H", "H", "H", "H", "H", "H", "H", "H", "C", "C", "N", "H", "H", "H"],
  "xyz": [[5.679, -1.311, 0.971], [4.387, -1.306, 0.196], [4.194, -1.983, -0.785], [3.514, -0.454, 0.715], [2.248, -0.247, 0.027], [1.908, 1.230, 0.088], [0.492, 1.475, -0.452], [-0.616, 1.230, 0.584], [-2.022, 1.086, -0.015], [-3.189, 0.815, 1.135], [-4.432, -0.677, 0.652], [-3.548, -2.282, 0.111], [-5.571, -0.269, -0.825], [-5.613, -1.183, 2.063], [6.435, -0.752, 0.414], [6.023, -2.343, 1.061], [5.549, -0.881, 1.962], [1.500, -0.861, 0.533], [2.351, -0.573, -1.009], [1.994, 1.596, 1.116], [2.649, 1.737, -0.536], [0.421, 2.505, -0.818], [0.308, 0.812, -1.311], [-0.635, 2.079, 1.279], [-0.392, 0.320, 1.156], [-1.969, 0.278, -0.765], [-2.247, 2.019, -0.555], [-3.910, 1.809, 1.272], [-2.686, 0.538, 2.227], [-4.269, -3.024, -0.260], [-2.997, -2.732, 0.943], [-2.852, -2.055, -0.704], [-4.983, 0.126, -1.661], [-6.300, 0.496, -0.533], [-6.118, -1.151, -1.186], [-5.125, -1.042, 3.035], [-5.924, -2.232, 1.979], [-6.525, -0.574, 2.051], [5.646, 0.892, -2.445], [4.884, 2.108, -2.186], [4.232, 3.035, -1.988], [6.581, 0.911, -1.887], [5.063, 0.023, -2.139], [5.866, 0.812, -3.508]]
}

Entry 3:
{
  "formula": "C12H27BO",
  "method": "the ωB97M-V functional and the def2-TZVPD basis",
  "orbital_gap_ev": 8.905,
  "multiplicity": 1,
  "total_energy_ha": -573.35448,
  "total_charge": 0,
  "relative_energy_ev": 1.808,
  "homo_ev": -8.52,
  "elements": ["B", "C", "C", "C", "C", "C", "C", "C", "C", "C", "C", "C", "C", "O", "H", "H", "H", "H", "H", "H", "H", "H", "H", "H", "H", "H", "H", "H", "H", "H", "H", "H", "H", "H", "H", "H", "H", "H", "H", "H", "H"],
  "xyz": [[0.180, 0.582, 0.280], [2.399, 1.371, -0.287], [0.935, 1.167, -2.250], [0.578, 3.059, -0.581], [0.288, -0.523, 2.546], [0.043, 1.950, 2.566], [-1.798, 0.559, 1.833], [-1.675, -1.186, -1.400], [0.012, -2.905, -2.314], [-0.907, -3.258, -0.057], [0.923, 1.531, -0.750], [-0.283, 0.668, 1.835], [-0.481, -2.207, -1.034], [0.569, -1.425, -0.593], [2.961, 0.618, -1.052], [2.460, 0.827, 0.639], [2.776, 2.379, -0.253], [1.136, 0.098, -2.331], [1.622, 1.909, -2.740], [-0.094, 1.320, -2.541], [-0.480, 3.112, -0.780], [0.665, 3.514, 0.423], [1.146, 3.693, -1.236], [1.317, -0.692, 2.187], [-0.139, -1.440, 2.274], [0.283, -0.503, 3.654], [-0.182, 1.884, 3.586], [-0.542, 2.763, 2.139], [1.096, 2.159, 2.403], [-2.044, 0.700, 2.828], [-2.334, 1.321, 1.295], [-2.237, -0.358, 1.345], [-2.706, -1.601, -1.208], [-1.473, -0.437, -0.708], [-1.689, -0.865, -2.461], [-0.530, -3.616, -2.921], [0.982, -3.405, -1.900], [0.464, -2.100, -3.123], [-0.118, -3.783, 0.479], [-1.589, -2.982, 0.831], [-1.535, -3.899, -0.623]]
}

Entry 4:
{
  "formula": "C12H27BrFN3O",
  "method": "the ωB97M-V functional and the def2-TZVPD basis",
  "orbital_gap_ev": 8.302,
  "multiplicity": 1,
  "total_energy_ha": -3386.74852,
  "total_charge": 0,
  "relative_energy_ev": 0.000,
  "homo_ev": -8.23,
  "elements": ["C", "O", "C", "C", "C", "C", "C", "C", "C", "N", "C", "N", "N", "C", "C", "C", "Br", "H", "H", "H", "H", "H", "H", "H", "H", "H", "H", "H", "H", "H", "H", "H", "H", "H", "H", "H", "H", "H", "H", "H", "H", "H", "H", "H", "F"],
  "xyz": [[-1.862, 4.177, 2.580], [-2.527, 3.527, 1.509], [-1.722, 2.497, 0.967], [-2.551, 1.358, 0.390], [-1.795, 0.034, 0.592], [-2.265, -1.122, -0.312], [-1.082, -2.067, -0.636], [-0.615, -2.875, 0.571], [0.584, -2.326, 1.301], [1.748, -2.577, 0.453], [2.382, -1.719, -0.270], [3.436, -2.166, -1.050], [2.015, -0.382, -0.248], [2.750, 0.541, -1.134], [1.886, 1.756, -1.478], [0.591, 1.278, -2.138], [-0.230, 2.685, -3.203], [-2.267, 5.177, 2.709], [-1.985, 3.573, 3.484], [-0.794, 4.279, 2.364], [-1.143, 2.057, 1.793], [-0.989, 2.866, 0.236], [-3.496, 1.286, 0.932], [-2.797, 1.517, -0.661], [-1.841, -0.230, 1.650], [-0.745, 0.229, 0.341], [-2.950, -1.727, 0.287], [-2.733, -0.753, -1.223], [-0.293, -1.418, -1.026], [-1.355, -2.713, -1.467], [-1.444, -2.917, 1.295], [-0.429, -3.902, 0.277], [0.541, -1.285, 1.614], [0.712, -2.890, 2.228], [2.057, -3.539, 0.427], [3.486, -3.180, -1.014], [3.235, -1.953, -2.023], [2.144, -0.062, 0.706], [3.651, 0.894, -0.627], [3.033, 0.082, -2.076], [1.693, 2.378, -0.604], [2.407, 2.361, -2.221], [0.786, 0.456, -2.820], [-0.121, 0.966, -1.382], [0.893, -4.172, -1.094]]
}

Entry 5:
{
  "formula": "C12H27CaN5O7",
  "method": "the ωB97M-V functional and the def2-TZVPD basis",
  "orbital_gap_ev": [4.222, 4.218],
  "multiplicity": 1,
  "total_energy_ha": -1951.36966,
  "total_charge": 0,
  "relative_energy_ev": 0.000,
  "homo_ev": [-4.84, -4.83],
  "elements": ["O", "H", "Ca", "N", "N", "N", "N", "O", "O", "O", "O", "C", "C", "C", "C", "C", "H", "H", "H", "C", "H", "H", "H", "C", "C", "H", "H", "H", "H", "H", "H", "H", "H", "C", "H", "H", "H", "O", "H", "H", "C", "N", "C", "C", "O", "H", "H", "H", "H", "H", "H", "H"],
  "xyz": [[-2.456, -3.137, -2.315], [-3.234, -3.670, -2.090], [-0.281, -1.000, -0.431], [1.320, -1.149, 1.598], [-0.941, -2.098, 1.541], [1.295, 0.434, -1.668], [-0.981, -0.331, -2.599], [2.422, -0.476, 1.492], [2.529, 0.847, -1.153], [-2.239, -0.653, -3.098], [-2.196, -2.234, 1.346], [-0.451, -2.013, 2.810], [0.876, -1.506, 2.843], [0.908, 1.071, -2.771], [-0.423, 0.702, -3.231], [1.663, -1.334, 4.094], [1.975, -0.288, 4.215], [2.564, -1.964, 4.079], [1.072, -1.617, 4.971], [-1.305, -2.324, 3.980], [-1.870, -3.247, 3.800], [-2.030, -1.515, 4.165], [-0.712, -2.449, 4.890], [1.705, 2.100, -3.509], [-1.078, 1.396, -4.376], [2.765, 2.035, -3.248], [1.349, 3.115, -3.277], [1.597, 1.960, -4.593], [-2.167, 1.317, -4.324], [-0.738, 0.939, -5.318], [-0.792, 2.455, -4.400], [2.588, 0.401, -0.263], [-2.380, -1.611, -2.810], [-1.289, -3.771, -1.750], [-1.264, -3.715, -0.650], [-0.391, -3.318, -2.187], [-1.302, -4.835, -2.034], [1.732, -2.569, -0.983], [2.348, -2.305, -1.685], [2.284, -2.606, -0.172], [-1.540, 3.483, 1.405], [-0.143, 3.116, 1.536], [0.794, 4.059, 2.132], [0.242, 1.903, 1.136], [-0.571, 1.066, 0.667], [-1.654, 4.471, 1.855], [-2.179, 2.751, 1.916], [-1.835, 3.515, 0.347], [1.284, 3.618, 3.011], [1.579, 4.340, 1.417], [0.231, 4.946, 2.429], [1.318, 1.697, 1.260]]
}